C29H47NW | ωB97M-V/def2-TZVPD

Last column: Löwdin charge in e.
Positions of all 78 atoms, in Å:
W (-0.23922, -0.03110, -0.36175)  1.6022
C (1.30289, 1.54242, 0.30500)  -0.0545
C (1.99926, 0.30546, 0.33429)  -0.1480
C (1.96043, -0.24960, -0.99872)  -0.1923
C (1.21399, 0.70140, -1.81026)  -0.1147
C (0.80961, 1.82544, -1.01034)  -0.2789
C (0.27077, 3.15001, -1.52353)  -0.5532
C (1.48724, 4.08378, -1.63965)  -0.0112
C (-0.37645, 2.96586, -2.89531)  -0.0298
C (-0.74786, 3.75519, -0.56002)  -0.0346
C (2.74523, -1.39031, -1.68205)  -0.5141
C (2.60239, -2.78578, -1.06837)  -0.0299
C (2.32193, -1.50740, -3.15423)  -0.0421
C (4.21960, -0.94668, -1.66859)  -0.0076
C (2.22087, -0.41850, 1.66707)  -0.5019
C (1.13388, -1.51002, 1.68957)  0.0134
C (3.61472, -1.01522, 1.85521)  -0.0106
C (1.97132, 0.52983, 2.84257)  -0.0329
H (1.16104, 2.18341, 1.16094)  0.1286
H (1.10204, 0.63903, -2.87948)  0.1236
H (2.24859, 3.67216, -2.30363)  0.0998
H (1.94465, 4.26774, -0.66636)  0.0963
H (1.17077, 5.04384, -2.04801)  0.1031
H (0.33085, 2.61498, -3.64751)  0.0933
H (-0.76449, 3.92319, -3.24224)  0.1054
H (-1.21837, 2.26791, -2.85104)  0.0809
H (-0.35488, 3.85531, 0.45419)  0.0790
H (-1.67656, 3.17709, -0.52923)  0.0854
H (-1.01798, 4.75572, -0.89800)  0.1065
H (1.56840, -3.13833, -1.08434)  0.0741
H (2.97811, -2.87001, -0.05430)  0.0629
H (3.18060, -3.48424, -1.67268)  0.1062
H (1.25782, -1.72782, -3.27212)  0.0797
H (2.87260, -2.32773, -3.61176)  0.1054
H (2.55758, -0.61130, -3.72705)  0.0957
H (4.62235, -0.85525, -0.66272)  0.0753
H (4.34258, 0.01476, -2.16916)  0.1037
H (4.81996, -1.68076, -2.20688)  0.1067
H (1.39549, -2.42050, 1.16242)  0.0825
H (0.11512, -1.18598, 1.27057)  0.0580
H (0.80675, -1.74265, 2.70468)  0.1245
H (3.91003, -1.70969, 1.07861)  0.0565
H (3.64931, -1.54556, 2.80791)  0.1083
H (4.36004, -0.22004, 1.89692)  0.1112
H (0.93893, 0.87548, 2.88031)  0.0545
H (2.63172, 1.39672, 2.81296)  0.1125
H (2.17299, -0.00571, 3.77017)  0.1090
C (-4.31408, -1.64782, 3.88067)  -0.0155
C (-3.41290, -0.81551, 3.01783)  -0.2127
C (-2.70460, 0.26255, 3.57061)  0.0294
C (-1.89838, 1.08323, 2.80612)  -0.2326
C (-1.25175, 2.30140, 3.39879)  -0.0172
C (-1.80739, 0.80182, 1.42950)  -0.0855
C (-2.50627, -0.28807, 0.86625)  -0.2660
C (-3.29976, -1.10586, 1.66281)  0.0352
N (-2.10757, -0.50451, -0.46638)  -0.1000
C (-2.39008, -1.54463, -1.49469)  -0.5863
C (-1.07550, -2.34321, -1.51004)  -0.0189
C (-3.58639, -2.44206, -1.22130)  -0.0187
C (-2.58571, -0.80720, -2.81546)  -0.0227
H (-4.18855, -1.41322, 4.93469)  0.0888
H (-4.11654, -2.70988, 3.73424)  0.0960
H (-5.35770, -1.46975, 3.61592)  0.1047
H (-2.83637, 0.49451, 4.62049)  0.1381
H (-1.98567, 2.88277, 3.95637)  0.1044
H (-0.82715, 2.94805, 2.63093)  0.0697
H (-0.46119, 2.03169, 4.10017)  0.0908
H (-1.45469, 1.60836, 0.77480)  0.0779
H (-3.82763, -1.95019, 1.25164)  0.1074
H (-1.03671, -3.06439, -0.69326)  0.1104
H (-0.10214, -1.75026, -1.40086)  0.0346
H (-0.89568, -2.84693, -2.45996)  0.1225
H (-3.42021, -3.12975, -0.39395)  0.0855
H (-3.78425, -3.03755, -2.11262)  0.1071
H (-4.47847, -1.84875, -1.02130)  0.1075
H (-1.71235, -0.19530, -3.06320)  0.0685
H (-3.45125, -0.14687, -2.76672)  0.1054
H (-2.73971, -1.51921, -3.62619)  0.1041

highest occupied orbital energy	-14.771	eV
net charge	+2
HOMO-LUMO gap	7.282	eV
energy	-34135.679	eV